Record 1
ORCA calculation (ωB97M-V with the def2-TZVPD basis set) on a 9-piece molecular cluster, C29H57BrN3O8 overall in a non-equilibrium geometry.

XYZ file:
```
98
Properties=species:S:1:pos:R:3:forces:R:3:lowdin_charge:R:1
Br -1.4166 4.1563 0.2323 0.0101 0.0222 -0.1646 0.731
C -0.9766 2.6495 -0.8977 -0.0990 -0.1372 -0.0618 -0.609
C -0.9986 1.3885 -0.0548 0.3019 -0.2745 -0.3396 -0.246
C -0.4446 0.1260 -0.7531 -0.0385 0.4016 0.4428 -0.071
N 0.6057 0.4544 -1.7409 -0.8096 -0.5365 0.9564 -0.027
C 0.5065 0.4963 -3.1002 0.9872 0.2231 0.5728 -0.041
N 1.6611 0.8584 -3.5959 -0.5746 -0.0296 -1.0538 0.134
N 2.4442 1.0493 -2.5502 0.4287 0.3343 1.3463 0.056
C 1.8324 0.8126 -1.3917 -0.1158 0.0759 -1.4074 -0.011
H -1.7067 2.5768 -1.6982 -0.2729 0.2722 0.0200 0.050
H -0.0143 2.8841 -1.3402 0.1986 0.0210 0.1004 0.043
H -2.0302 1.1763 0.1873 -0.0846 -0.0451 0.3097 0.071
H -0.4494 1.5222 0.8716 0.0022 0.1763 0.1547 0.105
H -1.2174 -0.4790 -1.2053 -0.0519 0.0543 -0.5177 0.136
H 0.0258 -0.5007 -0.0050 0.0703 -0.2082 0.0555 0.133
H -0.3943 0.2665 -3.6310 -0.1060 -0.0529 -0.2458 0.158
H 3.4022 1.3512 -2.6414 0.0306 -0.0005 -0.3388 0.184
H 2.2356 0.9077 -0.4044 0.0713 -0.0342 0.2136 0.178
C -5.6677 4.5322 -2.9846 0.1191 -0.2803 -0.2122 -0.012
C -4.8459 3.9568 -1.8695 -0.0046 -0.1159 0.0652 -0.486
O -4.0479 3.0541 -2.0620 0.0959 0.0495 0.0033 0.015
C -5.0405 4.5448 -0.5007 0.3767 0.0947 0.0253 -0.047
H -5.4259 4.0211 -3.9154 -0.0152 -0.0207 0.0108 0.084
H -6.7303 4.3996 -2.7744 -0.0015 0.1348 0.0784 0.095
H -5.4419 5.5935 -3.0932 -0.1789 -0.0252 0.0657 0.053
H -6.0675 4.4152 -0.1721 -0.0688 0.1433 -0.0583 0.079
H -4.7827 5.6075 -0.5090 -0.1643 0.0313 -0.1144 0.087
H -4.3858 4.0345 0.1972 -0.0646 -0.0227 0.0743 0.029
C 3.4781 -1.8578 -2.6542 -0.1457 -0.1015 0.0411 -0.030
C 3.7273 -3.2104 -2.0206 0.1062 -0.1526 0.0395 -0.491
O 2.8178 -3.8225 -1.5127 -0.1198 0.0752 0.0781 0.068
C 5.1349 -3.7356 -2.0564 -0.1942 -0.1552 0.0761 -0.007
H 2.4221 -1.6136 -2.5548 -0.0366 -0.1039 -0.0127 0.055
H 4.0759 -1.1019 -2.1417 0.1807 -0.0386 -0.1227 0.074
H 3.7379 -1.8796 -3.7135 0.1371 0.0861 0.0336 0.096
H 5.8042 -3.0522 -1.5297 0.0638 0.0589 -0.1550 0.091
H 5.4666 -3.8498 -3.0902 0.1385 0.1171 0.0278 0.063
H 5.1675 -4.7067 -1.5692 -0.0098 -0.0111 0.0097 0.090
C -4.4544 0.6908 0.7829 -0.0383 0.2522 0.0015 -0.017
C -5.9154 1.0178 0.6087 -0.0726 -0.0416 -0.1182 -0.474
O -6.2942 2.1564 0.4676 -0.1025 -0.1488 0.1024 0.071
C -6.8795 -0.1429 0.5999 -0.1511 0.1956 -0.0008 -0.015
H -3.8777 1.6139 0.7585 -0.1222 0.0376 0.0129 0.062
H -4.2758 0.1898 1.7346 0.0542 -0.1442 -0.0862 0.067
H -4.1321 0.0445 -0.0372 -0.0076 -0.1296 0.0833 0.092
H -6.8262 -0.6802 1.5481 0.0833 -0.1191 -0.0663 0.085
H -6.6368 -0.8245 -0.2169 0.0658 -0.1002 0.0993 0.086
H -7.8918 0.2288 0.4608 0.0062 0.0121 -0.0003 0.084
C 9.0678 -3.7480 -5.7550 -0.0686 -0.1345 0.2289 -0.019
C 7.5612 -3.7288 -5.7964 0.0486 -0.0258 -0.0295 -0.496
O 6.8982 -4.2218 -4.9115 -0.0701 0.0823 0.0489 0.052
C 6.9169 -3.0695 -6.9908 -0.2192 -0.0682 0.1583 -0.022
H 9.3989 -4.2498 -4.8490 -0.0113 -0.0064 -0.0013 0.083
H 9.4584 -4.2851 -6.6202 0.0415 0.1384 -0.0728 0.090
H 9.4548 -2.7279 -5.7578 0.0413 -0.0114 -0.1639 0.087
H 7.2189 -3.5787 -7.9066 0.0994 0.1180 -0.0388 0.089
H 7.2150 -2.0213 -7.0451 0.1162 -0.0357 -0.1275 0.085
H 5.8346 -3.1263 -6.8967 0.0032 -0.0199 -0.0001 0.078
C -2.9986 9.0902 -2.1708 -0.2556 0.0034 0.0057 -0.017
C -3.3535 7.8215 -2.9039 0.0265 0.0390 0.0131 -0.490
O -4.5037 7.4939 -3.0818 0.0383 0.1126 0.0253 0.056
C -2.2090 6.9743 -3.4062 -0.1796 -0.1635 -0.0695 -0.016
H -3.9100 9.5990 -1.8663 -0.0072 -0.0100 -0.0084 0.085
H -2.4092 8.8561 -1.2828 0.1351 0.0445 -0.0734 0.086
H -2.4249 9.7505 -2.8227 0.1344 -0.0371 0.0739 0.088
H -1.5881 6.6530 -2.5677 0.0992 0.1077 -0.0256 0.075
H -1.6024 7.5460 -4.1101 0.1060 0.0250 0.1061 0.087
H -2.6040 6.0951 -3.9118 -0.0164 0.0072 0.0046 0.080
C -2.3391 -0.0103 5.6691 0.1189 0.1816 -0.1533 -0.019
C -2.8770 -0.6622 4.4284 0.0210 0.0088 0.0867 -0.494
O -2.5542 -0.2893 3.3190 0.0565 -0.0168 -0.1385 0.030
C -3.8349 -1.8090 4.6230 -0.0056 -0.0020 -0.2962 -0.014
H -1.6594 0.7925 5.3906 -0.0167 0.0114 -0.0084 0.083
H -3.1567 0.4066 6.2602 -0.0032 -0.1250 0.0766 0.091
H -1.7957 -0.7499 6.2567 -0.1044 0.0000 0.1094 0.056
H -4.7159 -1.4710 5.1708 0.0580 -0.0667 0.1406 0.089
H -3.3444 -2.6077 5.1810 -0.0509 0.0574 0.1382 0.086
H -4.1465 -2.1930 3.6532 0.0059 0.0017 0.0029 0.078
C 1.2228 -2.9204 8.1539 -0.1725 0.2495 -0.0248 -0.018
C 0.4437 -3.2504 6.9050 -0.0546 -0.1070 -0.0066 -0.484
O -0.4170 -2.5054 6.4855 0.0055 0.0153 -0.0170 0.047
C 0.7814 -4.5394 6.2067 -0.4474 0.2306 0.1456 -0.022
H 0.8811 -1.9688 8.5554 -0.0061 -0.0049 -0.0059 0.081
H 1.0698 -3.6970 8.9042 0.1470 -0.0675 -0.0314 0.088
H 2.2861 -2.8463 7.9218 0.0301 -0.1562 0.0645 0.086
H 0.6070 -5.3799 6.8811 0.1608 -0.0132 0.0269 0.095
H 1.8191 -4.5337 5.8960 0.1269 -0.1404 0.1195 0.058
H 0.1513 -4.6540 5.3291 0.0328 -0.0068 -0.0298 0.082
C 4.6958 -4.3941 3.1106 -0.0325 -0.1339 0.1950 -0.017
C 3.1902 -4.4869 3.1362 -0.0238 0.0060 -0.0156 -0.485
O 2.6093 -5.1282 3.9801 0.1488 -0.0453 -0.2211 0.056
C 2.4375 -3.7420 2.0592 -0.1529 -0.1483 0.0788 -0.017
H 5.1081 -4.9722 3.9340 -0.0070 -0.0053 0.0012 0.084
H 5.0782 -4.7946 2.1705 0.0222 0.1330 -0.0577 0.084
H 5.0090 -3.3539 3.2161 0.0342 0.0104 -0.1459 0.084
H 2.7259 -4.1150 1.0746 0.0568 0.1316 -0.0359 0.067
H 2.6573 -2.6745 2.1244 0.1093 0.0060 -0.0954 0.079
H 1.3687 -3.8924 2.1952 0.0036 -0.0094 0.0194 0.084
```
Forces are in eV/Å.

Net charge: +1
Max |F| (eV/A): 1.5
LUMO energy (eV): -3.273
DFT total energy (eV): -121883.6393


Record 2
ORCA calculation (ωB97M-V with the def2-TZVPD basis set) on C29H57InN8PS as an isolated structure in a non-equilibrium geometry.

XYZ file:
```
97
Properties=species:S:1:pos:R:3:forces:R:3:lowdin_charge:R:1
C -5.9186 2.8418 2.3611 0.0777 0.0708 0.8981 -0.174
C -6.6441 1.6628 1.4816 -0.4366 0.3128 -0.2937 -0.270
C -6.7940 1.9928 -0.1204 -0.1331 -0.2857 -0.5305 -0.324
C -5.7887 1.0696 -1.0809 -0.9840 0.8508 0.7208 -0.293
In -3.6325 1.6263 -0.4685 -0.7452 -0.8073 -2.1037 0.513
C -2.1597 0.8081 -1.9832 1.0361 0.0753 -0.5155 -0.314
C -0.5826 1.1226 -1.6645 0.2225 -1.1152 -0.6591 -0.340
C -0.1064 0.7843 -0.1268 1.1415 0.4808 -0.3885 -0.206
C -0.3080 2.0375 0.9293 -1.1569 -0.6811 0.3769 -0.298
N 0.9769 2.7143 1.3521 -0.7569 0.6886 1.0356 -0.074
N -3.2807 0.6317 1.4158 -2.2640 -11.0365 -1.3020 -0.096
C -3.5399 -0.7165 1.1479 3.0729 6.8768 0.6183 -0.762
S -3.4469 -2.3686 0.6354 -0.5079 3.8391 1.4297 0.424
P -3.5970 4.1585 -0.2919 -1.4534 0.8848 -0.8701 0.523
N -4.7949 4.9067 -1.1439 -0.1500 0.2325 1.4307 -0.453
H -6.1149 3.9327 1.9482 0.3185 -2.3122 0.6158 0.070
H -4.7520 2.6938 2.4976 -2.3943 0.2034 -0.5104 0.047
H -6.3652 2.8271 3.4651 0.9486 0.0114 -2.2850 0.071
H -7.7495 1.5581 1.9143 2.4436 -0.0059 -0.8345 0.103
H -6.0580 0.6434 1.5660 -1.2638 2.0633 0.1547 0.085
H -6.5795 3.1213 -0.3466 -0.3606 -2.0666 0.4836 0.065
H -7.9130 1.7907 -0.4181 1.9823 0.3792 0.5384 0.087
H -5.9786 1.3620 -2.2116 0.3196 -0.8502 2.2796 0.042
H -5.9803 -0.0638 -0.8486 0.2630 2.0468 -0.7108 0.036
H -2.3055 -0.3702 -2.0230 0.2313 2.4810 -0.1365 0.047
H -2.4272 1.3283 -3.0222 0.5337 -1.4211 2.0519 0.048
H -0.2834 2.2206 -2.0234 -0.6694 -2.3137 1.1427 0.096
H 0.0502 0.3941 -2.3676 -1.2685 1.6447 1.5589 0.073
H 1.0702 0.5910 -0.1857 -2.3871 0.4722 0.2769 0.098
H -0.5652 -0.2295 0.2918 0.6070 2.2931 -0.9832 0.101
H -1.0357 2.8785 0.5060 1.1460 -2.0447 0.7144 0.075
H -0.7834 1.5569 1.9099 0.8390 1.2566 -2.1508 0.109
H 1.1412 3.6062 0.8325 -0.3673 -1.1637 0.4861 0.058
H 0.8364 3.0061 2.3659 0.3549 -0.4091 -1.8471 0.067
H -3.8249 4.5015 1.0890 1.0350 0.0968 -0.3909 -0.070
H -2.3545 4.6906 -0.8366 -0.1363 -0.2043 1.0151 -0.073
H -5.3542 5.4413 -0.4261 0.6404 -0.6426 -1.1628 -0.057
C 2.2535 -1.7309 2.5795 0.0212 0.0824 0.0205 -0.108
C 1.4542 -2.8683 1.9517 -0.3014 0.4287 0.1727 -0.281
C 2.3376 -3.8921 1.2361 0.3396 0.7195 -0.8528 -0.202
C 3.1052 -3.2127 0.1138 4.3841 3.5455 -6.3451 -0.166
N 3.7418 -2.6491 -0.8174 -5.0120 -4.4280 7.3473 0.102
H 2.7921 -1.1501 1.8239 -0.0502 -0.0725 0.0553 0.066
H 1.5848 -1.0404 3.1031 0.1044 -0.1143 -0.0685 0.077
H 2.9816 -2.1155 3.3029 -0.0772 0.0330 -0.0475 0.057
H 0.7291 -2.4447 1.2460 0.1154 -0.1586 0.0327 0.106
H 0.8816 -3.3754 2.7361 0.1520 -0.0083 -0.3060 0.076
H 1.7198 -4.6927 0.8159 0.2062 0.1088 -0.1100 0.117
H 3.0481 -4.3438 1.9368 0.0013 0.1450 -0.2484 0.072
C 4.4547 2.5067 -2.4087 0.0372 0.0974 0.0724 -0.117
C 4.3776 1.0185 -2.7347 0.0598 0.1640 0.3997 -0.278
C 3.7203 0.7391 -4.0877 -1.0568 0.3223 0.3039 -0.194
C 2.2964 1.2706 -4.0863 -7.9738 2.9030 -0.3677 -0.139
N 1.1149 1.7114 -4.0852 9.6078 -3.3821 -0.2765 0.128
H 3.4592 2.9553 -2.3296 0.1002 -0.0882 -0.0688 0.069
H 4.9564 2.6597 -1.4479 -0.0459 -0.0123 -0.1442 0.072
H 5.0173 3.0483 -3.1777 -0.0675 -0.0180 0.0841 0.073
H 3.8209 0.5095 -1.9384 0.0968 -0.0340 -0.2230 0.103
H 5.3909 0.6021 -2.7359 -0.1608 -0.0737 -0.0881 0.107
H 3.7016 -0.3387 -4.2807 -0.1848 0.1825 -0.0278 0.111
H 4.2835 1.2189 -4.8954 -0.2256 0.0193 0.0509 0.110
C -6.0414 8.5117 -5.0931 0.0488 0.1172 -0.0772 -0.128
C -5.4640 7.3522 -4.2876 0.1106 0.3630 -0.0467 -0.279
C -6.5131 6.3001 -3.9231 -0.5639 0.5363 0.7020 -0.202
C -7.6032 6.9344 -3.0748 -6.1709 3.2094 4.7445 -0.169
N -8.5075 7.4606 -2.3709 7.1579 -4.0740 -5.6017 0.081
H -6.7978 9.0620 -4.5243 0.0344 -0.1315 -0.0559 0.065
H -5.2517 9.2230 -5.3549 -0.0924 -0.0801 -0.0284 0.066
H -6.5004 8.1541 -6.0219 0.0256 0.0775 0.0906 0.072
H -5.0027 7.7494 -3.3751 -0.0722 -0.2592 -0.1017 0.111
H -4.6673 6.8767 -4.8703 -0.1258 -0.0866 0.1676 0.108
H -6.0475 5.4849 -3.3594 -0.1402 0.1108 0.2485 0.078
H -6.9617 5.8746 -4.8273 -0.1383 0.1415 0.1561 0.111
C 5.2684 -3.8695 6.0556 0.0358 0.1070 0.0630 -0.113
C 5.1913 -5.3577 5.7295 0.1293 0.1837 0.3694 -0.273
C 4.5341 -5.6371 4.3766 -1.0234 0.3552 0.2361 -0.198
C 3.1101 -5.1056 4.3779 -7.9858 2.8072 -0.1687 -0.143
N 1.9287 -4.6647 4.3791 9.4337 -3.6360 0.2383 0.150
H 4.2730 -3.4209 6.1346 0.0984 -0.0665 -0.0785 0.070
H 5.7701 -3.7165 7.0163 -0.0305 -0.0042 -0.1546 0.072
H 5.8311 -3.3279 5.2866 -0.0840 -0.0501 0.1121 0.079
H 4.6346 -5.8667 6.5259 0.0620 -0.0186 -0.1996 0.112
H 6.2047 -5.7741 5.7283 -0.1776 -0.0545 -0.1454 0.109
H 4.5154 -6.7149 4.1836 -0.1600 0.2009 -0.0879 0.110
H 5.0973 -5.1573 3.5688 -0.1696 -0.0269 0.0481 0.102
C 4.7939 -6.1466 -0.3780 -0.0689 0.0672 -0.1170 -0.127
C 5.7687 -7.2296 -0.8296 -0.1495 0.3653 -0.1678 -0.273
C 6.1644 -8.1825 0.2999 0.5920 0.6976 0.5808 -0.195
C 6.8458 -7.4040 1.4135 3.8329 4.0723 6.3934 -0.159
N 7.4113 -6.7583 2.3372 -4.5384 -5.0767 -7.3189 0.104
H 5.2347 -5.4995 0.3871 -0.0271 -0.0876 -0.0783 0.066
H 4.5175 -5.5079 -1.2228 0.0082 -0.0812 0.1977 0.069
H 3.8777 -6.5887 0.0298 0.0776 0.0547 -0.0366 0.079
H 6.6645 -6.7502 -1.2430 -0.0898 -0.1846 0.0768 0.115
H 5.3089 -7.8060 -1.6399 0.1368 -0.0592 0.1451 0.110
H 6.8519 -8.9469 -0.0771 0.0052 0.1169 0.2683 0.111
H 5.2810 -8.6895 0.7029 0.1706 0.1315 0.1081 0.115
```
Forces are in eV/Å.

Net charge: -1
Max |F| (eV/A): 11.3
LUMO energy (eV): 1.600
DFT total energy (eV): -68206.8869